# C4H14O2

3 unconnected molecules or ions with the total composition C4H14O2 (ωB97M-V/def2-TZVPD, the OMol25 dataset).

Last column: natural (NBO) charge in e.
Geometry (Å):
1 C 0.963 0.504 0.444  -0.38
2 C 1.218 -0.660 -0.532  -0.39
3 H -2.126 -0.146 -1.298  0.48
4 H 0.864 -0.336 -1.527  0.20
5 C 0.418 -1.956 -0.195  -0.61
6 H -1.510 0.024 1.579  0.46
7 H -2.463 1.228 -0.614  0.47
8 O -2.062 -0.759 1.526  -0.94
9 H 2.301 -0.747 -0.600  0.20
10 O -2.426 0.759 -1.444  -0.95
11 H 0.660 -2.258 0.829  0.21
12 H 0.555 2.048 -0.965  0.21
13 H 2.277 2.154 -0.732  0.22
14 H -0.108 0.491 0.640  0.16
15 H 0.766 -2.675 -0.928  0.21
16 H 1.070 2.639 0.524  0.20
17 H 1.386 0.488 1.448  0.20
18 H -2.449 -0.833 2.404  0.47
19 H -0.653 -1.833 -0.345  0.21
20 C 1.319 1.870 -0.214  -0.63

Output
**Spin multiplicity**: 1
**M**: 94.15 g mol⁻¹
**Net charge**: 0
**Structure (SMILES)**: CCCC.O.O
**HOMO level**: -10.92 eV
**LUMO level**: 0.0203 Ha
**Calculated total energy**: -8469.53745 eV
**Frontier orbital gap**: 11.470 eV
**Energy relative to the best compared isomer or geometry (same formula, charge and spin)**: 19.0 kcal per mole

=====

# C16H14N2O

A molecular structure, C16H14N2O (ωB97M-V/def2-TZVPD, the OMol25 dataset).

Last column: natural (NBO) charge in e.
Geometry (Å):
1 O 4.167 -1.751 1.984  -0.53
2 C -4.760 0.780 -0.459  -0.11
3 C -0.498 0.776 0.747  -0.19
4 C -1.002 0.145 -0.423  -0.11
5 C 0.829 0.659 1.152  -0.17
6 H 3.524 -2.283 0.061  0.18
7 N -2.765 -0.334 -2.002  -0.42
8 N -7.494 -0.064 -2.546  -0.29
9 C 3.360 -0.638 2.349  -0.04
10 C -2.438 0.224 -0.828  0.22
11 H 3.323 1.965 1.073  0.21
12 C 3.167 -0.197 0.879  -0.12
13 H -4.254 -0.932 -3.304  0.21
14 H -1.112 1.429 1.374  0.21
15 H -0.423 -1.189 -2.032  0.24
16 C 1.714 -0.140 0.456  0.00
17 H -3.178 1.234 0.907  0.22
18 C 3.904 1.131 0.604  -0.59
19 C -4.042 -0.435 -2.384  0.10
20 H 2.426 -0.876 2.884  0.17
21 H 3.832 0.122 2.950  0.17
22 C -5.079 0.107 -1.644  -0.22
23 C -3.432 0.779 -0.053  -0.23
24 H 4.083 1.311 -0.438  0.22
25 C -0.090 -0.610 -1.148  -0.15
26 C 1.254 -0.744 -0.732  -0.22
27 H 4.983 -1.248 0.168  0.18
28 H -5.513 1.269 0.113  0.23
29 C -6.427 -0.026 -2.098  0.27
30 H 4.829 1.151 1.104  0.21
31 H 1.890 -1.378 -1.327  0.21
32 H 1.206 1.211 2.010  0.20
33 C 4.014 -1.448 0.604  -0.05

Output
**Spin multiplicity**: 1
**M**: 250.30 g mol⁻¹
**Net charge**: 0
**HOMO level**: -9.02 eV
**LUMO level**: -0.0140 Ha
**Calculated total energy**: -21845.35447 eV
**Frontier orbital gap**: 8.641 eV
**Energy relative to the best compared isomer or geometry (same formula, charge and spin)**: 47.6 kcal per mole

=====

# C10H3Cl3F3N2O8PtS

A molecular structure, C10H3Cl3F3N2O8PtS (ωB97M-V/def2-TZVPD, the OMol25 dataset).

Last column: natural (NBO) charge in e.
Geometry (Å):
1 Cl -4.752 2.186 1.693  0.04
2 N 1.152 -0.619 -1.293  -0.39
3 C -2.833 0.755 0.595  0.22
4 C -3.235 2.153 0.755  -0.20
5 O -0.174 1.478 -0.495  -0.71
6 C -1.039 0.870 4.473  0.69
7 C 2.399 -2.300 -0.154  0.75
8 C 1.890 -1.710 -1.477  0.13
9 N -2.526 -0.344 0.479  -0.24
10 S 0.416 0.023 3.717  2.36
11 Cl -2.000 3.079 1.597  0.11
12 O 1.812 -1.897 -5.070  -0.65
13 Cl -3.525 2.835 -0.857  0.07
14 C 2.127 -2.163 -2.755  -0.26
15 H 1.376 -1.321 -5.707  0.48
16 F -0.869 2.196 4.539  -0.33
17 C 0.813 -0.296 -3.579  -0.29
18 F -1.222 0.420 5.720  -0.32
19 C 1.576 -1.443 -3.814  0.34
20 O 0.034 -1.357 3.671  -0.94
21 C -0.153 1.327 -1.788  0.75
22 O 2.020 -1.652 0.901  -0.68
23 C 0.618 0.097 -2.275  0.13
24 O 3.093 -3.295 -0.196  -0.62
25 O -0.681 2.049 -2.609  -0.63
26 H 0.377 0.287 -4.381  0.24
27 O 0.443 0.696 2.391  -1.00
28 O 1.502 0.418 4.563  -0.95
29 H 2.724 -3.048 -2.919  0.26
30 F -2.163 0.630 3.785  -0.33
31 Pt 0.800 -0.055 0.490  0.99

Output
**Spin multiplicity**: 1
**M**: 669.64 g mol⁻¹
**Net charge**: -1
**HOMO level**: -6.42 eV
**LUMO level**: 0.0765 Ha
**Calculated total energy**: -89583.94020 eV
**Frontier orbital gap**: 8.498 eV
**Energy relative to the best compared isomer or geometry (same formula, charge and spin)**: 0.0 kcal per mole